(1)
Here is a structure of composition C6H10N2O from the Open Molecules 2025 dataset. Energies are from the ωB97M-V functional and the def2-TZVPD basis.

Geometry as ORCA input:
```
! RIJCOSX wB97M-V def2-TZVPD def2/J DEFGRID3
* xyz 0 1
O -0.04212 1.79774 2.09138
N 1.87098 -0.27599 -2.02722
N -0.46752 -0.02927 -1.73421
C -1.32630 -0.85722 -0.55780
C 0.81577 0.23603 -1.27866
C -0.32498 1.21678 0.81153
C 1.00670 0.63686 0.12616
C 0.56812 -0.58935 1.00044
C -0.95444 -0.24547 0.81849
H -0.72660 2.41364 2.39913
H 1.11779 -0.37423 1.98769
H -2.54924 -0.49831 -0.69491
H 1.04803 -1.65663 0.72330
H 1.85634 1.22781 0.25265
H -1.39612 -0.51533 1.78785
H 1.86554 -0.89165 -2.96375
H -0.84662 2.19192 0.17837
H -1.40981 -2.09361 -0.69854
H -0.10552 -1.69373 -2.22190
*
```

Properties
Energy above the lowest of the compared OMol25 structures with the same formula, charge and spin = 921.55 kJ/mol
HOMO level = -8.61 eV
Frontier orbital gap = 7.40 eV
DFT total energy = -419.03549 hartree

***

(2)
Here is a cluster of 3 separate species, C7H15NO2S in total from the Open Molecules 2025 dataset. Energies are from the ωB97M-V functional and the def2-TZVPD basis.

Geometry as ORCA input:
```
! RIJCOSX wB97M-V def2-TZVPD def2/J DEFGRID3
* xyz 0 1
S 7.58186 -1.55756 -0.06700
O 6.66358 -0.32951 0.11994
O -9.47075 0.61084 0.22371
N 0.82342 0.06992 2.62621
C 9.36704 -1.02306 -0.04233
C 7.68710 -2.38602 1.57362
C -9.74079 0.20441 -2.08353
C -8.95125 0.62959 -0.89067
C 0.65022 0.95836 1.93062
C 0.45909 2.08296 0.97175
C -7.51973 1.01226 -1.13870
H -9.94912 1.02766 -2.76686
H -7.41090 1.99866 -1.58955
H 1.07638 2.87679 1.39230
H -6.86432 0.95230 -0.26983
H -7.23659 0.27471 -1.88968
H 6.77457 -2.50752 2.15726
H 10.04391 -1.84393 0.19457
H -9.08858 -0.44070 -2.67223
H 0.71216 1.85683 -0.06407
H 7.87660 -3.40306 1.23037
H -0.57877 2.41543 0.95167
H 9.52288 -0.73999 -1.08333
H -10.58184 -0.41294 -1.76794
H 9.70243 -0.27980 0.68098
H 8.45139 -2.04663 2.27273
*
```

Properties
Energy above the lowest of the compared OMol25 structures with the same formula, charge and spin = 169.35 kJ/mol
HOMO level = -9.16 eV
Frontier orbital gap = 9.97 eV
DFT total energy = -879.05453 hartree

***

(3)
Here is a cluster of 2 separate species, C7H18N3 in total from the Open Molecules 2025 dataset. Energies are from the ωB97M-V functional and the def2-TZVPD basis.

Geometry as ORCA input:
```
! RIJCOSX wB97M-V def2-TZVPD def2/J DEFGRID3
* xyz 1 1
N 3.77836 1.03093 3.70698
N 3.88032 0.76264 1.41668
N 2.39163 2.26736 2.33728
C 3.63373 1.61216 -1.71539
C 2.80237 1.38470 -2.97968
C 3.01221 2.70214 -0.83961
C 1.35242 1.04487 -2.62831
C 0.73091 2.13484 -1.75252
C 3.35010 1.35364 2.48698
C 1.56226 2.36232 -0.48824
H 1.11716 3.17286 0.12034
H 1.33319 0.08636 -2.07483
H 0.69110 3.07866 -2.32964
H 3.03141 3.66063 -1.39312
H 1.98462 2.72104 3.15889
H 2.06289 2.51509 1.40075
H 3.67357 0.66834 -1.13828
H 4.67187 1.88558 -1.98550
H 3.24747 0.57418 -3.58828
H 4.61608 0.06124 1.53160
H 0.75707 0.91208 -3.55210
H 3.60756 2.83496 0.08417
H 3.37134 1.48461 4.52859
H 2.81614 2.30911 -3.58854
H 3.55157 1.01037 0.48015
H 4.51412 0.32952 3.82190
H -0.30724 1.86146 -1.48244
H 1.54847 1.43792 0.12066
*
```

Properties
Energy above the lowest of the compared OMol25 structures with the same formula, charge and spin = 0.00 kJ/mol
HOMO level = -13.94 eV
Frontier orbital gap = 10.98 eV
DFT total energy = -441.59295 hartree

***

(4)
Here is a cluster of 2 separate species, C2H3FS2 in total from the Open Molecules 2025 dataset. Energies are from the ωB97M-V functional and the def2-TZVPD basis.

Geometry as ORCA input:
```
! RIJCOSX wB97M-V def2-TZVPD def2/J DEFGRID3
* xyz 0 1
S -0.24574 -2.93974 0.07341
S 0.96332 -1.49231 -0.32889
F -1.09268 2.54379 2.29124
C -0.78908 1.94689 1.22281
C -0.85832 1.56548 0.08910
H 0.34160 -0.72183 -1.33137
H -0.38498 0.95659 -0.61703
H 2.06588 -1.85887 -1.39926
*
```

Properties
Energy above the lowest of the compared OMol25 structures with the same formula, charge and spin = 424.64 kJ/mol
HOMO level = -8.74 eV
Frontier orbital gap = 8.57 eV
DFT total energy = -974.05748 hartree

***

(5)
Here is an isolated molecule of C3H2BrClO2 from the Open Molecules 2025 dataset. Energies are from the ωB97M-V functional and the def2-TZVPD basis.

Geometry as ORCA input:
```
! RIJCOSX wB97M-V def2-TZVPD def2/J DEFGRID3
* xyz 0 1
Br -1.39792 2.35715 0.60985
Cl 1.35133 -1.82853 -2.03589
O 0.99170 1.06531 -1.14374
O -0.72228 -2.11888 -0.42705
C -0.31335 0.69442 0.93638
C 0.38536 0.37913 -0.38738
C 0.23078 -1.44183 -0.82897
H 0.39333 0.90618 1.72325
H -0.91894 -0.01295 1.55355
*
```

Properties
Energy above the lowest of the compared OMol25 structures with the same formula, charge and spin = 74.80 kJ/mol
HOMO level = -9.90 eV
Structure (SMILES) = O=C(Cl)C(=O)CBr
Frontier orbital gap = 9.24 eV
DFT total energy = -3300.14676 hartree

***

(6)
Here is a structure of composition C5H7N3 from the Open Molecules 2025 dataset. Energies are from the ωB97M-V functional and the def2-TZVPD basis.

Geometry as ORCA input:
```
! RIJCOSX wB97M-V def2-TZVPD def2/J DEFGRID3
* xyz 0 1
N 1.14787 0.52068 -0.81020
N 0.07554 1.25136 -0.44721
N -1.81546 2.10342 -1.76526
C -1.27157 -1.98201 1.30653
C -0.28736 -1.36732 1.33155
C 1.08322 -0.78064 1.12515
C -0.62386 1.58970 -1.73586
C 1.71230 -0.51284 -0.13015
H 0.90316 0.24496 1.62171
H -2.25404 -2.50206 1.53876
H 1.51540 -1.58610 1.85800
H -0.58337 0.38862 0.07350
H -1.99501 2.30616 -0.45337
H -0.07551 1.40917 -2.73753
H 2.46869 -1.08311 -0.77560
*
```

Properties
Energy above the lowest of the compared OMol25 structures with the same formula, charge and spin = 764.74 kJ/mol
HOMO level = -9.40 eV
Frontier orbital gap = 10.04 eV
DFT total energy = -358.72710 hartree

***

(7)
Here is a structure of composition C30H27CoN5O2S3Sb from the Open Molecules 2025 dataset. Energies are from the ωB97M-V functional and the def2-TZVPD basis.

Geometry as ORCA input:
```
! RIJCOSX wB97M-V def2-TZVPD def2/J DEFGRID3
* xyz -1 6
Sb 1.91970 1.14552 4.50437
Co 1.18996 1.25844 1.49391
S 3.18148 0.77269 2.52570
S -0.03786 1.97621 3.50084
S 2.92879 2.87071 5.71022
O -0.10379 -1.10974 -0.77392
O 0.45725 -1.31918 3.73943
N -0.48669 5.37782 1.33206
N 1.32166 1.32085 -0.58810
N 1.27473 3.64075 1.14106
N -0.85632 -2.51153 2.28960
N 0.27695 -0.70885 1.48177
C 2.58406 0.00991 -2.19773
C 3.69703 1.66159 -0.81648
C -4.30989 -4.04454 -0.20637
C -5.01683 -2.87197 -0.43337
C -1.00052 1.74877 -0.66106
C -0.18741 -1.39325 0.42018
C 0.01118 -1.47012 2.62493
C 4.96064 0.34036 -2.38918
C 1.55887 -5.64400 0.71184
C 0.48872 4.47917 1.22129
C 0.23556 1.65738 -1.34117
C -2.13913 2.13021 -1.33176
C 1.57439 -5.92680 -0.64339
C -0.00918 -4.14861 -1.01258
C -0.23918 6.74893 0.92045
C 3.80119 -0.32663 -2.77141
C -0.86502 2.37366 -3.37095
C -0.03668 -3.86478 0.35483
C -4.38393 -1.64631 -0.25299
C 0.75901 -4.61436 1.20684
C 0.28785 1.98300 -2.71022
C 4.90460 1.33010 -1.41515
C -0.89443 -2.70075 0.86427
C -1.55502 5.11611 2.29773
C -2.07847 2.44482 -2.69218
C -2.97664 -3.98894 0.18676
C 2.54169 1.01182 -1.22951
C -3.05622 -1.59801 0.14406
C -2.33544 -2.76891 0.36349
C 0.78719 -5.16828 -1.50692
H 3.84339 -1.12001 -3.50734
H -4.92610 -0.72428 -0.42636
H -2.97530 2.74955 -3.21750
H -4.79220 -5.00581 -0.33657
H 5.91081 0.07410 -2.83542
H -1.04189 1.48884 0.39289
H -3.08187 2.18019 -0.80103
H 1.23309 1.94653 -3.23175
H -6.05176 -2.91126 -0.74989
H -1.49760 4.08190 2.63100
H -0.60952 -3.54899 -1.68524
H -1.11630 7.13845 0.40259
H -2.42761 -4.90880 0.35435
H 5.80689 1.83627 -1.09732
H -2.57038 -0.63816 0.28213
H 0.78562 -4.38397 2.26460
H 0.80166 -5.36899 -2.57163
H 2.17707 -6.21421 1.39413
H 1.67048 -0.51955 -2.43879
H -1.43986 5.75511 3.17589
H 3.63697 2.40715 -0.03384
H 0.60938 6.77325 0.24189
H -2.51886 5.30939 1.82486
H -0.02311 7.38648 1.78202
H 2.20274 -6.72033 -1.02987
H -0.96217 -3.26621 2.94648
H -0.81734 2.63011 -4.42149
*
```

Properties
Energy above the lowest of the compared OMol25 structures with the same formula, charge and spin = 23.77 kJ/mol
HOMO level (spin up / spin down) = -3.93 / -4.17 eV
⟨S²⟩ = 8.81
Frontier orbital gap (spin up / spin down) = 6.26 / 4.66 eV
DFT total energy = -4401.39430 hartree

***

(8)
Here is a structure of composition C30H26CoN6O3S from the Open Molecules 2025 dataset. Energies are from the ωB97M-V functional and the def2-TZVPD basis.

Geometry as ORCA input:
```
! RIJCOSX wB97M-V def2-TZVPD def2/J DEFGRID3
* xyz 0 2
Co -0.36750 0.15622 0.09964
S -5.24551 5.84948 -0.08156
O -0.65602 -2.28785 0.10470
O -0.30375 0.08056 1.97859
O -0.37172 0.07628 -1.81482
N -2.31191 0.57571 0.15059
N 1.46763 -0.19870 -0.13925
N -0.31688 2.37161 0.04897
N -3.63373 5.90475 -0.09926
N -5.46657 4.25290 -0.02021
N 1.87594 -0.29259 -1.47299
C 2.29251 -0.40428 -4.26523
C -0.08213 -0.16213 -4.55261
C -3.20957 4.65445 -0.03907
C -4.98927 1.30583 0.13418
C 0.53761 4.59406 -0.04614
C 0.82882 -0.13750 -2.23903
C 0.74580 -0.16864 2.70356
C -1.55929 2.86014 0.03415
C -2.65722 1.87160 0.08794
C -0.73773 5.10798 -0.06280
C -4.26457 3.70430 0.00932
C 1.33765 -0.43508 -6.47366
C -0.56565 -3.08509 -1.07419
C -3.26577 -0.33951 0.20889
C -0.96861 -2.99852 1.29840
C 2.93602 -0.73606 4.42545
C 0.59566 -0.22514 4.11032
C 1.02471 -0.23314 -3.71404
C 0.70183 3.20780 0.00899
C -1.82001 4.22567 -0.02391
C 3.11055 -0.68584 3.06306
C 0.07361 -0.26487 -5.92825
C -4.62222 -0.01675 0.20236
C 0.24551 -3.68948 1.88722
C -3.98782 2.27689 0.07732
C 2.34014 -0.42564 0.76666
C 1.65489 -0.50077 4.94051
C 2.05080 -0.40843 2.18346
C -1.82420 -2.97112 -1.91028
C 2.44636 -0.50326 -5.63860
H -2.00660 -1.92372 -2.15229
H 0.30227 -2.73114 -1.63327
H 3.14471 -0.46045 -3.60205
H 1.40406 5.23929 -0.07576
H -1.05966 -0.02483 -4.11071
H -2.92620 -1.36540 0.25408
H 1.49430 -0.53559 6.01180
H 3.43428 -0.63569 -6.06123
H -0.79317 -0.21069 -6.57490
H 1.46038 -0.51450 -7.54650
H 3.76589 -0.95470 5.08320
H -0.39498 -0.04302 4.50804
H -1.77010 -3.72150 1.09599
H 1.01986 -2.95621 2.11321
H -0.02503 -4.20078 2.81303
H 4.09134 -0.87128 2.63713
H -1.70622 -3.52480 -2.84394
H 0.65500 -4.42999 1.19761
H -5.35944 -0.80542 0.24959
H -2.69056 -3.37894 -1.38293
H 3.35137 -0.66246 0.43862
H -0.37607 -4.12646 -0.79610
H 1.68742 2.75578 0.01798
H -6.02689 1.61259 0.12504
H -1.34842 -2.25132 1.99692
H -0.92370 6.17311 -0.10684
*
```

Properties
Energy above the lowest of the compared OMol25 structures with the same formula, charge and spin = 0.00 kJ/mol
HOMO level (spin up / spin down) = -7.04 / -7.03 eV
⟨S²⟩ = 0.76
Frontier orbital gap (spin up / spin down) = 6.24 / 6.23 eV
DFT total energy = -3494.12040 hartree

***

(9)
Here is the ion C5H11BN with charge +1 from the Open Molecules 2025 dataset. Energies are from the ωB97M-V functional and the def2-TZVPD basis.

Geometry as ORCA input:
```
! RIJCOSX wB97M-V def2-TZVPD def2/J DEFGRID3
* xyz 1 1
N -0.80378 -0.22406 0.41258
C 1.05271 0.79350 -1.69228
C 0.49522 1.60598 -0.50153
C -0.37811 1.19539 0.40409
C 0.46307 -1.13935 0.13685
C -1.39754 -0.69209 1.66142
B 1.41500 -0.63345 -1.22799
H 0.13660 0.61887 -2.23859
H -0.65589 1.83821 1.19113
H 0.70624 2.66756 -0.71021
H -2.06575 -0.07599 2.14895
H 1.13522 -1.14175 0.93670
H 2.36184 -1.28740 -1.57729
H -0.10606 -2.10461 -0.11960
H -1.93426 -1.59728 1.42733
H -1.47935 -0.20691 -0.40461
H -0.69476 -1.02798 2.34031
H 1.74959 1.41137 -2.18729
*
```

Properties
Energy above the lowest of the compared OMol25 structures with the same formula, charge and spin = 117.87 kJ/mol
HOMO level = -14.55 eV
Structure (SMILES) = C[N@H+]1C=CCBC1
Frontier orbital gap = 10.96 eV
DFT total energy = -276.38906 hartree

***

(10)
Here is a structure of composition C4H7FN2O from the Open Molecules 2025 dataset. Energies are from the ωB97M-V functional and the def2-TZVPD basis.

Geometry as ORCA input:
```
! RIJCOSX wB97M-V def2-TZVPD def2/J DEFGRID3
* xyz 0 1
F -1.21235 -2.81823 0.62012
O -0.97614 2.16377 -0.37545
N 0.50964 2.25317 -0.80164
N 0.55741 0.26965 0.39779
C -0.42648 -1.53557 0.81652
C -1.09760 -0.23843 0.45480
C 0.77346 -1.24154 -0.09223
C 1.09608 1.09970 -0.51722
H 1.84074 -1.61134 -0.01883
H -0.89071 3.37135 -0.38652
H -0.15978 -1.47340 1.91796
H -1.22523 -0.52919 -0.84687
H 0.61966 -1.45830 -1.18357
H -1.70587 0.57667 0.88520
H 2.29718 1.17170 -0.87006
*
```

Properties
Energy above the lowest of the compared OMol25 structures with the same formula, charge and spin = 755.28 kJ/mol
HOMO level = -9.14 eV
Frontier orbital gap = 9.87 eV
DFT total energy = -440.96354 hartree